<i>
Below is a 11-piece molecular cluster, C66H165N11O22 overall, with properties calculated with ωB97M-V with the def2-TZVPD basis set.

Results
- lowest unoccupied orbital energy (eV) = 0.12
- HOMO-LUMO gap (eV) = 8.560
- HOMO energy (eV) = -8.44

Last column: Mulliken charge in e.
Atoms and positions in Å:
H1 3.469 -0.221 -2.459  0.530
O1 -10.222 -2.547 1.894  -0.331
H2 4.837 6.535 -6.303  0.391
C1 0.542 -6.590 0.642  -0.651
H3 9.719 -6.077 -0.924  0.426
H4 -5.051 0.902 -4.256  0.463
O2 0.243 2.718 12.445  -0.309
H5 5.027 0.840 0.187  0.292
N1 -1.715 8.837 3.180  -0.482
O3 5.017 -11.299 -5.888  -0.317
H6 -1.976 -6.149 1.967  0.265
H7 -3.635 8.260 3.715  0.343
C2 2.418 -7.273 -6.764  -0.556
H8 -9.240 -7.387 -3.094  0.289
H9 3.243 9.471 3.214  0.280
H10 -8.330 -6.080 -3.863  0.263
H11 4.670 5.398 3.890  0.209
H12 3.093 -11.445 -6.470  0.292
H13 3.327 -10.726 -4.924  0.391
H14 -10.223 -4.255 3.065  0.338
H15 12.122 4.167 1.659  0.304
H16 4.104 4.215 5.145  0.291
H17 8.314 -3.813 -1.410  0.309
H18 3.645 2.676 -7.845  0.351
H19 8.307 -2.151 -5.342  0.277
H20 -7.867 -5.645 0.646  0.278
C3 8.430 -6.021 -3.955  -0.534
H21 -10.078 6.758 -5.701  0.417
N2 -8.676 -5.298 1.140  -0.429
H22 -1.362 -5.604 -6.873  0.296
C4 3.140 -9.343 0.437  -0.737
O4 2.244 -8.332 0.954  -0.367
O5 5.314 6.870 -3.584  -0.371
H23 10.319 -5.961 -3.114  0.262
H24 7.861 2.889 6.028  0.330
H25 3.290 -6.676 -6.497  0.399
H26 -8.196 6.124 -3.859  0.389
C5 1.247 2.127 -7.134  -0.674
C6 -0.506 -1.221 10.843  -0.773
H27 7.020 -3.071 0.604  0.324
H28 3.777 -8.978 -0.368  0.283
H29 -14.688 5.653 -4.152  0.294
H30 1.694 -9.075 -6.377  0.226
H31 5.278 1.157 -1.605  0.313
H32 -8.594 -1.681 0.949  0.289
H33 1.295 4.416 12.683  0.238
C7 4.409 5.772 -5.652  -0.585
H34 0.933 2.953 -6.497  0.249
O6 7.993 -4.170 -5.417  -0.404
C8 3.029 -0.109 -1.468  -0.727
H35 0.301 0.851 2.696  0.374
H36 -0.265 4.586 11.741  0.276
H37 4.916 2.415 -0.450  0.276
H38 4.722 -12.272 -3.959  0.308
H39 -12.366 7.062 -6.242  0.428
H40 -1.216 6.482 7.339  0.254
C9 -9.123 -6.305 -3.149  -0.788
C10 -1.238 -6.668 -6.670  -0.745
H41 11.591 5.629 0.836  0.257
C11 -8.820 5.828 -1.801  -0.741
H42 -3.034 6.199 -5.420  0.335
H43 -3.134 1.582 1.898  0.208
O7 0.031 -7.137 -7.020  -0.310
H44 11.011 4.142 0.189  0.292
C12 5.184 -12.373 -4.941  -0.728
N3 -0.327 -7.297 1.591  -0.360
H45 -0.929 5.298 6.142  0.320
N4 9.434 -5.490 -2.995  -0.304
O8 -1.985 4.665 -4.676  -0.164
H46 2.500 9.986 4.737  0.245
C13 -12.165 6.491 -5.336  -0.694
H47 -0.598 -5.497 2.732  0.362
H48 -8.739 4.745 -1.699  0.387
C14 -9.913 -5.878 -0.962  -0.831
O9 -1.282 1.024 1.357  -0.159
H49 -1.369 -8.382 6.174  0.322
C15 -8.287 -4.219 2.072  -0.537
H50 6.259 -12.465 -4.785  0.257
C16 0.882 0.397 0.624  -0.340
H51 -1.319 8.656 4.091  0.386
O10 5.956 3.896 4.447  -0.298
C17 -1.660 6.049 6.443  -0.766
H52 5.775 1.898 3.937  0.285
H53 -2.266 5.256 -6.700  0.240
H54 0.195 10.495 2.242  0.379
H55 -2.788 2.132 -4.183  0.282
C18 -0.101 -1.646 9.357  -0.568
H56 -1.225 3.392 -2.876  0.255
H57 -9.136 7.369 -3.077  0.297
H58 3.782 -9.616 1.274  0.240
H59 0.303 -1.500 11.518  0.383
H60 2.045 -7.283 -0.841  0.523
H61 7.525 1.222 5.690  0.400
H62 8.242 -3.040 -3.738  0.090
H63 2.619 3.793 -5.559  0.194
C19 0.504 9.450 2.278  -0.752
C20 -0.685 8.466 2.182  -0.436
C21 -2.127 5.661 -5.697  -0.817
H64 -1.873 4.195 -1.476  0.566
H65 -3.261 5.516 -3.311  0.434
H66 4.607 4.947 -3.699  0.174
C22 -9.497 -3.520 2.718  -0.727
O11 7.724 -4.992 0.282  -0.368
H67 2.330 10.954 3.279  0.322
H68 1.894 0.130 0.927  0.311
H69 -4.047 -1.870 -2.179  0.229
C23 6.145 2.523 4.750  -0.477
C24 2.360 9.932 3.657  -0.800
H70 -14.883 7.297 -3.640  0.230
H71 -14.709 6.929 -5.384  0.302
H72 -2.045 0.999 3.231  0.330
H73 2.555 -10.216 0.147  0.307
C25 3.571 2.255 -6.843  -0.550
N5 -0.809 0.215 10.912  -0.435
H74 -12.431 5.465 -5.590  0.366
H75 0.806 -1.426 6.962  0.309
C26 -2.128 3.858 -2.481  -0.743
C27 -9.456 -1.432 1.567  -0.726
H76 -2.631 5.636 6.717  0.304
O12 1.186 9.176 3.472  -0.243
H77 9.533 2.651 1.519  0.371
H78 5.721 7.585 -1.688  0.260
C28 3.708 -9.378 -6.634  -0.632
H79 -3.229 6.083 4.575  0.466
H80 0.148 -9.240 5.728  0.246
C29 3.747 -10.760 -5.930  -0.512
H81 -2.828 -0.135 2.033  0.318
H82 -2.962 7.463 2.291  0.343
H83 -9.158 -3.038 3.634  0.450
H84 -0.195 4.495 13.540  0.294
H85 3.415 6.155 -5.420  0.270
C30 -1.079 0.605 12.316  -0.580
H86 -5.385 -0.747 -1.956  0.305
C31 -1.076 2.140 12.483  -0.664
H87 0.434 1.404 -7.069  0.248
H88 3.987 4.809 -7.393  0.254
H89 -7.505 -3.531 1.753  0.338
N6 -10.378 5.764 -3.810  -0.474
N7 2.529 -8.550 -6.157  -0.262
H90 1.034 -5.489 -6.425  0.458
H91 1.128 9.336 1.392  0.414
N8 8.544 2.095 4.206  -0.373
H92 -7.735 -4.665 2.900  0.393
H93 -10.278 4.994 0.448  0.303
H94 9.390 1.694 4.585  0.247
H95 -1.855 -6.426 4.390  0.386
H96 0.065 0.691 10.737  0.276
N9 -3.278 3.014 -2.351  -0.369
O13 3.344 1.207 -0.971  -0.267
H97 -7.810 6.101 -1.496  0.502
H98 -0.255 0.228 12.922  0.346
H99 -1.523 -6.871 -5.638  0.300
C32 4.704 1.377 -0.705  -0.830
C33 -1.066 -6.451 2.487  -0.664
H100 6.175 5.191 -4.417  0.339
H101 8.267 -6.011 -6.162  0.355
H102 2.376 -0.863 7.324  0.232
H103 3.845 -9.694 -7.668  0.233
C34 1.595 -1.519 7.709  -0.719
H104 -0.942 -1.427 8.698  0.350
H105 -9.264 -0.777 2.417  0.312
H106 1.379 -1.106 -2.336  0.512
O14 -8.800 -5.679 -1.907  -0.275
H107 -1.401 2.329 13.506  0.405
H108 -1.472 -9.572 5.052  0.336
H109 9.734 -5.313 -5.403  0.334
O15 -3.801 0.089 -2.851  -0.175
C35 -4.531 1.219 -3.352  -0.977
C36 1.120 -6.568 -6.296  -0.589
C37 -2.332 6.643 4.313  -0.436
H110 -9.488 -3.910 -0.287  0.176
C38 -2.268 5.072 -3.386  -0.786
H111 1.066 1.368 0.164  0.340
C39 11.287 4.623 1.127  -0.720
H112 -1.601 5.957 3.886  0.281
H113 -5.060 -1.441 -3.577  0.296
H114 -10.976 5.853 -3.001  0.329
H115 7.399 -5.807 -3.673  0.350
C40 7.516 2.216 5.243  -0.705
H116 -9.975 -5.784 -3.588  0.320
C41 -4.613 -1.070 -2.655  -0.784
H117 -5.389 1.393 -2.702  0.425
H118 -0.358 -0.633 2.063  0.350
H119 -9.778 -6.898 -0.605  0.364
H120 4.495 1.711 -6.646  0.348
N10 4.362 4.590 -6.481  -0.373
H121 -1.415 5.732 -3.231  0.444
H122 2.413 -7.400 -7.847  0.332
H123 -10.630 -4.725 0.699  0.365
H124 1.266 0.568 -2.178  0.339
H125 4.616 -8.831 -6.379  0.333
C42 -10.757 6.722 -4.848  -0.510
H126 -4.251 3.099 -4.203  0.250
C43 -9.680 -4.873 0.185  -0.242
H127 -0.255 -0.512 -0.868  0.228
H128 -0.030 -2.734 9.358  0.403
H129 9.653 -3.056 -4.715  0.293
C44 6.779 -4.115 0.809  -0.769
H130 -0.153 7.554 2.452  0.257
C45 7.924 -4.792 -1.133  -0.438
H131 5.753 -4.236 0.461  0.285
H132 4.714 6.107 -1.799  0.276
H133 2.037 -2.512 7.794  0.276
O16 2.412 1.448 -6.796  -0.344
H134 4.147 3.096 -4.987  0.125
H135 -2.344 -7.853 3.541  0.366
O17 -0.364 -7.900 4.295  -0.288
H136 0.069 -5.982 -0.129  0.370
C46 -3.654 2.424 -3.590  -0.206
O18 -1.713 7.079 5.497  -0.364
H137 8.896 4.180 4.146  0.240
H138 -1.758 2.688 11.832  0.390
C47 3.616 3.471 -5.861  -0.227
H139 -3.063 2.366 -1.608  0.215
O19 10.134 4.632 1.980  -0.315
H140 7.726 3.687 3.038  0.205
H141 8.400 -6.755 -1.715  0.307
C48 8.672 3.357 3.467  -0.447
H142 0.807 -8.424 -0.491  0.306
C49 1.431 -7.662 -0.024  -0.650
H143 8.615 -7.088 -4.075  0.382
C50 9.763 3.310 2.356  -0.458
C51 -9.083 6.293 -3.248  -0.583
C52 8.565 -3.048 -4.779  -0.511
H144 0.355 -7.951 1.949  0.359
N11 0.650 -0.591 -0.427  -0.426
C53 8.656 -5.445 -5.316  -0.626
C54 -14.378 6.673 -4.378  -0.766
C55 -2.390 0.848 2.208  -0.823
O20 1.161 -1.060 8.972  -0.295
O21 -9.826 6.426 -1.003  -0.299
H145 -1.973 -7.172 -7.297  0.247
C56 -2.740 7.792 3.306  -0.778
H146 -10.115 -0.858 0.915  0.238
C57 -0.775 -8.793 5.358  -0.799
C58 1.544 -0.316 -1.603  -0.769
H147 -10.302 6.715 0.998  0.245
O22 -13.015 6.889 -4.229  -0.291
H148 3.501 -0.863 -0.839  0.360
H149 7.040 -4.805 -1.771  0.306
C59 5.577 6.636 -2.205  -0.640
H150 -10.898 -5.836 -1.426  0.475
C60 8.936 -5.809 -1.634  -0.664
H151 6.522 6.104 -2.093  0.282
H152 -1.048 8.309 1.166  0.464
C61 5.185 5.635 -4.317  -0.314
H153 -2.006 0.173 12.691  0.382
H154 1.296 2.396 -8.189  0.323
H155 10.688 2.878 2.738  0.307
H156 -8.822 5.849 0.725  0.317
C62 -0.109 0.394 1.796  -0.745
H157 0.952 -6.758 -5.236  0.287
C63 -1.478 -7.225 3.751  -0.520
H158 5.433 2.396 5.566  0.463
H159 4.180 3.783 3.377  0.251
H160 6.603 -4.212 1.880  0.319
H161 1.152 -5.892 1.215  0.361
H162 -1.327 -1.800 11.266  0.466
C64 -9.833 5.983 0.341  -0.780
H163 -1.279 6.344 -5.748  0.281
H164 -10.676 7.748 -4.487  0.329
C65 0.241 4.150 12.602  -0.684
C66 4.620 4.353 4.195  -0.655
H165 4.934 -13.352 -5.349  0.297

***

<ii>
Below is a 11-piece molecular cluster, C66H165N11O22 overall, with properties calculated with ωB97M-V with the def2-TZVPD basis set.

Results
- lowest unoccupied orbital energy (eV) = 0.15
- HOMO-LUMO gap (eV) = 8.264
- HOMO energy (eV) = -8.11

Last column: Mulliken charge in e.
Atoms and positions in Å:
H1 -1.551 -6.459 -0.343  0.382
H2 -7.466 -5.628 3.160  0.360
H3 -2.627 -1.166 1.516  0.268
H4 -7.437 -0.957 1.408  0.362
H5 1.048 7.349 1.523  0.235
H6 3.848 -2.032 -6.002  0.302
C1 -5.468 -1.278 2.124  0.488
H7 3.184 -0.169 -2.335  0.355
H8 -0.726 0.292 -1.381  -0.836
H9 7.340 -2.487 -8.624  0.294
O1 1.485 4.681 0.656  -0.274
H10 1.236 2.338 -5.918  0.372
N1 4.985 -1.610 2.763  -0.087
C2 -0.445 0.692 0.756  -1.146
C3 7.084 -3.024 2.275  -0.723
H11 -1.369 -1.365 -7.603  0.373
C4 11.706 11.244 -0.564  -0.432
H12 -2.780 1.565 -4.529  0.333
H13 6.890 -0.906 2.628  0.414
H14 10.873 8.553 -1.007  0.272
H15 9.348 10.435 -0.062  0.254
O2 3.232 -5.539 0.946  -0.332
C5 1.034 1.542 -5.201  -0.847
C6 -7.857 -6.334 2.427  -0.733
C7 -7.049 -0.164 -5.238  0.382
H16 -3.172 -2.404 0.498  0.129
C8 -7.520 -1.027 -1.059  -0.469
H17 -0.876 2.647 -1.000  -0.491
H18 7.602 8.308 -1.252  0.443
C9 3.778 -5.200 -0.315  -1.132
O3 2.647 -1.076 -4.049  -0.348
C10 2.507 -3.721 5.374  -0.866
H19 -3.293 1.483 -1.150  -0.329
H20 0.128 -0.850 -0.611  0.230
H21 -3.904 3.736 -0.139  0.411
H22 -2.170 -1.118 -4.183  -0.301
O4 5.777 -2.251 -7.170  -0.322
C11 0.807 4.106 -0.495  -1.203
H23 7.294 6.494 -0.111  0.286
O5 0.935 -2.227 6.631  -0.345
H24 -7.875 0.001 -0.990  0.572
C12 -6.551 -1.572 -5.469  -0.860
H25 -1.402 0.882 1.244  0.404
H26 1.391 -0.292 -2.684  -0.139
H27 -4.309 -0.214 -5.025  0.071
H28 13.874 11.403 1.344  0.327
O6 -7.761 -6.218 -2.547  -0.452
H29 1.852 -3.903 1.395  -0.119
C13 -2.295 -1.784 0.682  -0.751
N2 0.014 5.620 3.206  -0.238
H30 -1.104 -2.692 2.924  -0.027
H31 -3.269 3.497 -3.231  0.399
H32 -5.640 5.360 0.046  0.315
H33 2.065 -4.629 5.786  0.453
C14 2.543 -4.886 3.261  -1.238
H34 2.869 -3.681 -4.225  0.278
H35 -9.995 -6.676 -1.550  0.347
H36 -7.226 -2.423 -5.562  0.386
H37 -1.999 -6.824 1.790  0.479
C15 -4.339 -1.134 -4.442  -0.628
C16 -0.668 -5.838 -0.195  -0.767
H38 4.341 1.701 3.754  0.497
C17 -0.346 6.676 7.617  -1.006
H39 -1.471 -2.483 0.821  0.220
H40 -9.496 1.446 -6.663  0.252
H41 1.366 -6.096 -0.891  -0.224
H42 5.952 -1.514 -9.079  0.334
H43 0.849 -1.976 -3.960  0.554
H44 1.489 3.635 -1.203  0.526
H45 -0.855 -1.999 -5.971  0.166
H46 0.173 -6.546 1.379  -0.220
H47 -0.452 -5.679 3.785  0.046
H48 -4.558 -6.759 2.159  0.156
H49 1.175 -1.593 -5.611  0.130
H50 -10.358 -0.706 -0.943  0.394
H51 -0.146 -3.324 4.213  0.143
H52 1.614 -7.581 1.522  0.090
H53 -4.557 1.647 -2.346  0.181
O7 -4.994 4.302 -1.795  -0.386
H54 -2.051 -6.293 4.041  0.314
H55 -2.492 -5.075 1.615  0.448
C18 8.009 6.672 0.692  -0.711
H56 -0.693 4.683 5.688  0.406
H57 4.739 -4.686 -0.284  0.231
H58 1.803 5.882 4.245  0.338
H59 8.660 10.272 -1.817  0.207
H60 -0.986 3.376 0.550  0.379
H61 -1.214 6.902 2.388  0.435
H62 -7.524 -0.157 -4.257  -0.083
H63 3.564 -3.938 5.530  0.557
O8 13.129 11.659 -0.720  -0.330
C19 -8.579 1.539 -6.081  -0.683
H64 -6.023 -6.413 -3.560  0.355
H65 4.384 -3.148 -8.421  0.346
H66 8.524 5.873 1.226  0.274
H67 1.671 1.671 -4.326  0.260
H68 -10.377 -5.244 -0.571  0.323
N3 2.207 -3.576 3.968  0.375
H69 -0.430 3.007 -3.442  0.251
C20 5.074 -3.432 -7.628  -0.568
H70 0.116 -6.588 -1.966  0.487
H71 2.539 9.462 4.623  0.261
C21 4.299 -3.950 -6.393  -0.877
H72 -8.819 1.707 -5.031  0.272
H73 -1.263 -0.330 -6.274  0.001
C22 -1.537 -1.354 -6.526  -0.360
N4 0.331 1.839 0.487  0.233
H74 0.170 0.047 1.383  0.257
H75 5.046 -4.172 -5.630  0.310
H76 2.300 -1.579 -1.903  0.139
H77 1.271 4.374 3.999  0.519
H78 8.157 -5.513 2.270  0.357
C23 0.397 -6.595 -0.913  -0.113
H79 -6.162 -1.363 -6.466  0.420
H80 1.207 -3.439 3.974  -1.240
H81 -10.561 -2.431 -0.828  0.227
C24 -3.759 2.188 -1.838  0.447
C25 -6.691 -5.650 -3.160  -0.634
C26 1.587 9.023 4.326  -0.612
H82 -9.086 -4.690 -2.540  0.440
C27 -5.462 -6.167 2.019  -0.465
C28 -0.966 2.435 -4.199  -1.004
C29 0.675 -0.991 7.286  -0.819
N5 -5.443 -2.084 -4.671  0.168
H83 10.963 12.036 -0.654  0.333
H84 -9.908 -1.613 -2.240  0.327
H85 4.558 -2.498 2.985  -0.218
H86 8.137 -2.781 2.414  0.412
N6 10.438 9.311 -1.512  -0.363
O9 -0.309 1.294 -4.726  0.110
C30 4.352 -0.468 3.455  -0.345
C31 13.747 12.086 0.504  -0.847
H87 -1.277 3.012 -5.070  0.456
C32 2.376 -3.180 -5.058  -0.808
C33 -2.924 -1.684 -4.729  0.117
H88 -6.542 -0.304 3.725  0.513
H89 -6.098 6.215 -1.283  0.312
O10 6.710 -4.214 3.015  -0.286
C34 -1.702 -5.779 1.874  -0.774
C35 -7.828 -2.298 4.695  -0.792
H90 7.906 2.608 3.870  0.311
H91 -8.519 -7.062 2.896  0.325
H92 1.496 -0.310 7.061  0.341
C36 -5.924 5.180 -0.990  -0.862
H93 -5.433 -0.513 -0.459  -0.285
H94 0.196 4.897 -0.929  0.359
H95 -6.274 -4.850 -2.547  0.188
H96 3.220 -4.449 -0.873  0.449
H97 6.952 -3.041 1.193  0.367
H98 2.496 -1.554 5.498  0.171
H99 0.148 6.061 8.369  0.374
C37 -0.262 2.987 -0.166  0.517
H100 -6.220 0.516 -5.434  0.201
H101 11.543 10.763 0.400  0.359
O11 6.363 1.162 3.795  -0.384
H102 -5.168 -2.315 1.978  -0.095
H103 1.063 8.470 5.105  0.171
O12 -6.616 -6.944 2.106  -0.509
H104 3.485 -5.200 3.710  0.487
H105 -9.261 -4.952 1.569  0.299
H106 -7.192 -1.179 -2.088  -0.024
H107 7.040 2.592 2.328  0.331
C38 2.356 -0.798 -2.662  -0.137
N7 -0.408 -5.747 1.172  0.602
O13 0.529 -7.905 -0.397  -0.501
H108 4.196 -0.872 4.455  0.109
H109 -8.719 -2.751 4.261  0.181
C39 0.220 5.278 5.692  -0.982
H110 6.509 -1.960 3.974  0.380
H111 1.769 -9.090 0.805  0.417
H112 -2.722 -2.681 -4.336  0.494
H113 6.815 -5.290 1.161  0.265
H114 0.903 9.865 4.219  0.353
H115 3.096 4.417 1.848  0.231
H116 3.362 -0.462 2.999  0.289
H117 -5.437 -5.982 0.945  0.289
C40 -0.777 -0.265 -0.445  0.502
H118 -0.790 7.616 7.945  0.328
H119 0.127 8.760 1.953  0.424
H120 2.512 -7.827 -0.061  0.161
H121 2.673 3.239 0.505  0.417
O14 -2.075 -4.337 3.863  -0.338
C41 -1.178 -3.181 3.895  0.902
H122 -4.485 -0.687 -3.458  -0.021
N8 3.347 -2.906 -6.079  -0.230
H123 0.717 2.159 1.364  0.259
O15 0.090 6.603 6.270  -0.191
C42 6.410 -1.848 2.894  -0.595
O16 -1.992 -1.038 -0.388  0.134
N9 -2.793 2.761 -2.729  -0.238
H124 -7.996 -4.430 -1.228  -0.170
O17 -7.916 0.236 -6.191  -0.480
H125 3.372 4.739 0.072  0.301
H126 3.061 -2.294 7.024  0.442
C43 -6.234 -1.199 -0.184  0.042
C44 9.167 9.837 -0.956  -0.216
C45 2.722 -4.481 1.709  0.258
H127 12.373 9.927 -2.111  0.438
C46 -6.027 -1.253 3.569  -1.081
H128 -7.921 2.229 -6.608  0.288
C47 -4.452 3.244 -0.943  -0.940
H129 3.767 -4.887 -6.560  0.428
H130 -4.539 -0.731 1.960  -0.083
C48 11.415 10.345 -1.801  -0.770
H131 -0.880 -4.897 -0.703  0.274
H132 1.804 -5.666 3.442  0.512
H133 6.550 -6.259 2.613  0.248
H134 -6.933 4.770 -0.938  0.312
H135 5.754 -4.220 -7.952  0.481
H136 5.026 1.149 2.263  0.373
H137 0.651 -1.141 8.365  0.270
H138 6.439 3.372 3.820  0.340
H139 0.893 4.715 6.340  0.435
C49 -9.866 -1.656 -1.152  -0.968
H140 -8.017 -1.261 4.970  0.389
H141 -8.180 -7.232 -0.071  0.333
O18 -2.824 -1.681 -6.093  -0.376
H142 -5.912 -2.237 -0.271  0.249
H143 -5.184 -1.299 4.258  0.407
H144 -7.561 -2.915 5.553  0.242
H145 1.727 -3.944 -5.486  0.303
C50 -1.480 -5.592 3.433  -0.445
H146 -4.970 -2.795 -5.210  0.355
C51 1.625 -8.044 0.535  -0.421
C52 6.586 -1.800 -8.240  -0.795
H147 -5.284 2.720 -0.472  0.429
H148 7.075 -0.873 -7.941  0.255
H149 3.591 -3.828 1.630  0.391
C53 6.927 2.488 3.407  -0.845
C54 -0.368 7.045 3.060  -0.710
H150 -0.185 -0.466 6.870  0.261
H151 -0.792 7.567 3.918  0.324
O19 -8.574 -1.891 -0.649  -0.099
H152 -5.492 -5.205 2.530  0.273
H153 14.820 12.274 0.448  0.323
H154 13.238 12.939 0.952  0.325
H155 -1.914 0.869 -3.190  -0.739
C55 2.345 -2.369 6.206  -0.430
C56 -8.457 -5.609 1.236  0.111
C57 -2.145 1.815 -3.679  0.742
O20 8.812 7.674 0.161  -0.338
H156 -1.250 6.067 7.647  0.347
C58 7.076 -5.392 2.214  -0.751
C59 8.265 8.713 -0.487  -0.807
H157 7.455 9.158 0.092  0.416
H158 -7.739 -4.929 0.779  -0.099
O21 1.791 8.376 3.091  -0.338
H159 11.035 10.882 -2.670  0.254
N10 -6.469 -0.793 1.171  -0.414
C60 0.868 5.329 4.335  -0.452
H160 -1.676 -2.528 4.613  0.271
C61 0.662 7.909 2.375  -0.467
H161 0.648 5.314 2.481  0.064
O22 -6.951 -2.332 3.629  -0.116
C62 1.655 -1.930 -4.693  -0.313
N11 -8.909 -6.591 0.208  -0.412
C63 4.994 0.937 3.332  -0.682
H162 -7.126 -5.189 -4.047  0.285
C64 -9.572 -5.887 -0.928  -0.799
C65 2.736 4.278 0.828  -0.903
H163 7.439 7.012 1.556  0.301
C66 -8.531 -5.215 -1.762  0.172
H164 3.943 -6.107 -0.897  0.417
H165 1.330 0.679 -5.797  0.105

***

It is <i> that is the most stable of them.